Formula: C29H48BrN3P2ReS
Source: OMol25
Level of theory: ωB97M-V/def2-TZVPD

Each line ends with the Löwdin charge.
Atoms and positions in Å:
N (5.58, 4.37, 1.57)  0.31
C (4.59, 4.73, 2.42)  0.00
C (3.81, 3.80, 3.10)  0.03
C (4.04, 2.42, 2.87)  -0.17
C (5.18, 2.08, 2.11)  0.03
C (5.91, 3.08, 1.48)  0.00
C (3.10, 1.40, 3.23)  0.00
Re (-0.68, -1.54, 0.33)  0.65
P (-3.25, -1.80, -0.94)  0.89
C (3.29, 0.09, 2.86)  0.03
C (2.16, -0.76, 2.40)  -0.17
C (2.29, -2.11, 1.96)  0.02
C (1.11, -2.87, 1.74)  -0.09
C (-0.09, -2.29, 2.10)  -0.48
C (-0.33, -0.96, 2.53)  -0.20
C (0.85, -0.19, 2.38)  -0.06
Br (-2.01, -3.38, 1.30)  0.81
H (2.19, 1.71, 3.72)  0.13
H (4.28, -0.42, 2.81)  0.15
H (3.01, 4.16, 3.76)  0.14
H (5.46, 1.04, 1.92)  0.13
H (4.44, 5.82, 2.49)  0.17
H (6.77, 2.80, 0.86)  0.17
H (3.26, -2.58, 1.74)  0.15
H (0.77, 0.91, 2.47)  0.10
H (1.10, -3.92, 1.38)  0.13
H (-1.21, -0.62, 3.07)  0.15
P (0.90, -1.15, -1.29)  0.82
C (-4.38, -1.40, 0.47)  -0.43
C (-5.55, -2.35, 0.65)  -0.12
H (-4.73, -0.36, 0.37)  0.09
H (-3.77, -1.42, 1.39)  0.02
H (-6.15, -2.07, 1.53)  0.10
H (-6.24, -2.34, -0.20)  0.08
H (-5.21, -3.38, 0.82)  0.07
C (-3.35, -3.54, -1.56)  -0.42
C (-4.64, -4.00, -2.22)  -0.10
H (-3.15, -4.19, -0.70)  0.01
H (-2.49, -3.68, -2.23)  0.08
H (-4.56, -5.07, -2.46)  0.10
H (-5.51, -3.91, -1.57)  0.07
H (-4.86, -3.48, -3.16)  0.08
C (-3.72, -0.69, -2.34)  -0.39
C (-5.21, -0.49, -2.57)  -0.10
H (-3.24, -1.09, -3.25)  0.08
H (-3.23, 0.27, -2.09)  0.06
H (-5.36, 0.15, -3.44)  0.10
H (-5.74, -1.43, -2.77)  0.08
H (-5.70, 0.01, -1.73)  0.08
C (0.54, 0.10, -2.64)  -0.35
C (-0.46, -0.27, -3.74)  -0.10
H (1.51, 0.34, -3.09)  0.10
H (0.20, 1.01, -2.13)  0.04
H (-0.28, 0.38, -4.60)  0.11
H (-0.37, -1.31, -4.09)  0.08
H (-1.48, -0.09, -3.41)  0.04
C (0.95, -2.72, -2.26)  -0.38
C (1.76, -3.86, -1.65)  -0.11
H (1.35, -2.43, -3.24)  0.10
H (-0.10, -3.01, -2.41)  0.07
H (1.89, -4.63, -2.42)  0.10
H (2.76, -3.56, -1.32)  0.07
H (1.23, -4.30, -0.80)  0.06
C (2.71, -0.81, -1.05)  -0.33
C (2.97, 0.65, -0.62)  -0.13
H (3.22, -1.03, -2.00)  0.12
H (3.11, -1.53, -0.31)  0.06
H (3.97, 0.75, -0.15)  0.08
H (2.95, 1.33, -1.48)  0.09
H (2.22, 0.97, 0.10)  0.03
S (-1.33, 0.64, 0.36)  0.68
C (-0.53, 2.20, 0.71)  -0.59
N (0.45, 2.70, -0.06)  0.04
C (1.00, 4.06, 0.09)  -0.12
C (0.72, 4.60, 1.47)  -0.15
C (-0.74, 4.40, 1.84)  -0.10
N (-1.15, 3.00, 1.60)  0.05
H (0.59, 2.24, -0.94)  0.09
H (0.54, 4.72, -0.67)  0.16
H (2.08, 3.99, -0.10)  0.13
H (0.93, 5.67, 1.46)  0.14
H (1.40, 4.16, 2.21)  0.09
H (-1.39, 5.05, 1.22)  0.16
H (-0.91, 4.60, 2.90)  0.14
H (-2.06, 2.67, 1.90)  0.15

The total charge is +4. As for the LUMO energy (alpha / beta): -12.7 / -14.6 eV. Its HOMO energy (alpha / beta) is -18.983 / -18.727 eV. The frontier orbital gap (alpha / beta) comes out at 6.3 / 4.2 eV. For the total energy, the calculation gives -136862.2249 eV. As for the expectation value of S²: 3.835. As for the spin multiplicity: 4.



Formula: C19H19FN4O
Source: OMol25
Level of theory: ωB97M-V/def2-TZVPD

Each line ends with the Löwdin charge.
Atoms and positions in Å:
F (-4.50, -2.04, -0.06)  0.09
C (-4.96, -0.86, -0.50)  -0.32
C (-6.24, -0.79, -1.01)  -0.02
C (-6.98, 0.27, -1.35)  -0.22
C (-6.32, 1.32, -1.32)  -0.19
C (-5.10, 1.43, -0.65)  0.02
C (-4.47, 0.21, -0.19)  -0.23
N (-3.12, 0.34, 0.06)  -0.06
C (-2.14, -0.51, -0.48)  -0.08
H (-2.49, -1.51, -0.76)  0.14
C (-1.09, -0.66, 0.69)  -0.25
N (-0.53, 0.48, 1.02)  -0.11
C (-1.43, 1.04, 1.60)  -0.39
C (-2.49, 1.64, 0.70)  -0.01
H (-3.30, 2.15, 1.01)  0.08
H (-2.11, 2.09, -0.02)  0.05
H (-0.95, 1.99, 2.11)  0.16
H (-1.97, 0.67, 2.65)  0.19
C (0.80, 0.26, 1.97)  0.01
C (1.86, -0.23, 1.38)  -0.35
N (2.86, 0.44, 0.83)  0.23
C (3.58, -0.33, 0.39)  -0.42
N (3.18, -1.51, 0.22)  0.20
O (1.94, -1.49, 1.01)  0.08
C (4.97, 0.12, -0.59)  -0.06
C (5.83, -0.97, -1.04)  -0.13
C (6.96, -0.80, -1.58)  -0.02
C (7.44, 0.85, -1.49)  0.08
C (6.55, 1.59, -0.68)  -0.18
C (5.45, 1.23, -0.16)  -0.18
H (4.82, 2.09, 0.24)  0.16
H (6.95, 2.62, -0.83)  0.12
H (8.38, 1.02, -1.87)  0.04
H (7.53, -1.47, -2.13)  0.06
H (5.35, -2.07, -1.10)  0.15
H (0.50, -0.39, 2.84)  0.19
H (0.97, 1.11, 2.34)  0.06
H (-0.26, -1.47, 0.49)  0.15
H (-1.52, -1.36, 1.52)  0.16
H (-1.71, 0.10, -1.14)  0.09
H (-4.45, 2.38, -0.46)  0.14
H (-6.96, 2.50, -1.19)  0.20
H (-8.14, 0.25, -1.66)  0.17
H (-6.95, -1.97, -1.04)  0.21

The total charge is 0. The relative energy (zero: lowest compared OMol25 entry of this formula, charge and spin) comes out at 1886.0 kJ/mol. As for the LUMO energy: 0.0 eV. Its HOMO energy is -7.596 eV. The frontier orbital gap comes out at 7.6 eV. For the total energy, the calculation gives -30717.4677 eV.



Formula: C45H47N4O2Sb2W
Source: OMol25
Level of theory: ωB97M-V/def2-TZVPD

Each line ends with the Löwdin charge.
Atoms and positions in Å:
W (-0.05, 0.53, 0.34)  1.42
C (3.30, -3.84, 1.11)  0.04
O (2.30, -2.89, 0.66)  0.03
C (2.22, -1.71, 1.19)  -0.52
O (1.29, -0.96, 0.77)  -0.20
N (3.07, -1.33, 2.14)  0.06
N (2.99, -0.06, 2.72)  0.08
H (3.14, -4.71, 0.49)  0.10
H (3.12, -4.09, 2.16)  0.10
H (4.30, -3.44, 0.95)  0.12
H (3.70, -2.01, 2.54)  0.16
H (3.93, 0.32, 2.79)  0.12
H (2.61, -0.14, 3.66)  0.11
N (1.82, 1.78, 0.50)  -0.01
C (1.47, 3.19, 0.55)  -0.23
C (2.32, 4.20, 0.22)  0.02
C (1.91, 5.54, 0.37)  -0.02
C (0.68, 5.83, 0.90)  0.02
C (-0.21, 4.79, 1.26)  -0.13
C (-1.47, 5.01, 1.85)  0.06
C (-2.25, 3.94, 2.19)  0.01
C (-1.83, 2.65, 1.85)  -0.09
N (-0.67, 2.40, 1.24)  -0.05
C (0.18, 3.46, 1.02)  -0.18
H (2.47, 1.60, -0.26)  0.11
H (2.28, 1.49, 1.36)  0.08
H (3.32, 3.99, -0.15)  0.13
H (2.59, 6.34, 0.09)  0.13
H (0.38, 6.86, 1.06)  0.14
H (-1.79, 6.02, 2.06)  0.14
H (-3.20, 4.07, 2.68)  0.13
H (-2.46, 1.80, 2.06)  0.10
C (-2.13, 0.60, -0.42)  -0.37
C (-2.90, -0.35, -1.37)  -0.31
C (-2.20, -1.56, -2.00)  -0.33
Sb (-1.73, -3.07, -0.58)  1.55
C (0.03, -4.00, -1.23)  -0.38
C (0.26, -5.33, -0.86)  -0.12
C (1.36, -6.00, -1.36)  -0.06
C (2.24, -5.35, -2.23)  -0.05
C (2.01, -4.03, -2.60)  -0.05
C (0.90, -3.36, -2.10)  -0.12
C (-3.14, -4.60, -0.55)  -0.39
C (-3.95, -4.81, 0.56)  -0.12
C (-4.87, -5.84, 0.54)  -0.05
C (-4.99, -6.65, -0.59)  -0.04
C (-4.18, -6.43, -1.70)  -0.04
C (-3.25, -5.40, -1.69)  -0.12
Sb (-1.53, -1.58, 1.83)  1.39
C (-0.39, -2.94, 2.98)  -0.45
C (-0.45, -4.31, 2.79)  -0.13
C (0.31, -5.16, 3.58)  -0.05
C (1.13, -4.64, 4.58)  -0.05
C (1.18, -3.26, 4.78)  -0.07
C (0.43, -2.41, 3.98)  -0.16
C (-3.46, -1.76, 2.62)  -0.44
C (-4.54, -1.07, 2.07)  -0.13
C (-5.81, -1.23, 2.61)  -0.05
C (-5.99, -2.07, 3.70)  -0.04
C (-4.92, -2.74, 4.26)  -0.05
C (-3.65, -2.60, 3.72)  -0.13
H (-2.80, 0.78, 0.44)  -0.01
H (-2.08, 1.58, -0.91)  0.05
H (-3.29, 0.23, -2.21)  0.11
H (-3.79, -0.73, -0.86)  0.09
H (-1.28, -1.31, -2.51)  0.01
H (-2.85, -2.04, -2.72)  0.08
H (-0.44, -5.85, -0.22)  0.10
H (1.53, -7.04, -1.10)  0.12
H (3.08, -5.89, -2.64)  0.12
H (2.68, -3.54, -3.29)  0.12
H (0.72, -2.33, -2.41)  0.08
H (-3.87, -4.17, 1.44)  0.07
H (-5.51, -6.02, 1.40)  0.12
H (-5.71, -7.45, -0.60)  0.12
H (-4.28, -7.06, -2.57)  0.12
H (-2.61, -5.24, -2.55)  0.11
H (-1.11, -4.75, 2.05)  0.08
H (0.25, -6.23, 3.44)  0.12
H (1.70, -5.30, 5.21)  0.12
H (1.79, -2.86, 5.58)  0.12
H (0.45, -1.34, 4.17)  0.09
H (-4.41, -0.42, 1.22)  0.08
H (-6.64, -0.70, 2.18)  0.12
H (-6.98, -2.19, 4.12)  0.12
H (-5.07, -3.38, 5.12)  0.12
H (-2.82, -3.13, 4.17)  0.10
C (0.40, 0.90, -1.76)  -0.22
C (-0.47, 1.68, -2.70)  -0.32
C (-0.71, 3.04, -2.47)  -0.06
C (-1.49, 3.78, -3.34)  -0.06
C (-2.05, 3.18, -4.46)  -0.06
C (-1.80, 1.85, -4.72)  -0.05
C (-1.01, 1.10, -3.84)  -0.06
H (1.42, 1.28, -1.85)  0.07
H (0.47, -0.15, -2.11)  0.04
H (-0.27, 3.52, -1.60)  0.10
H (-1.67, 4.83, -3.15)  0.11
H (-2.66, 3.76, -5.14)  0.12
H (-2.20, 1.38, -5.61)  0.12
H (-0.80, 0.07, -4.08)  0.11

The total charge is +3. The relative energy (zero: lowest compared OMol25 entry of this formula, charge and spin) comes out at 199.3 kJ/mol. As for the LUMO energy (alpha / beta): -8.3 / -8.3 eV. Its HOMO energy (alpha / beta) is -14.902 / -15.064 eV. The frontier orbital gap (alpha / beta) comes out at 6.6 / 6.7 eV. For the total energy, the calculation gives -72357.8907 eV. As for the expectation value of S²: 2.018. As for the spin multiplicity: 3.



Formula: C20H26N2O3
Source: OMol25
Level of theory: ωB97M-V/def2-TZVPD

Each line ends with the Löwdin charge.
Atoms and positions in Å:
C (4.78, 1.64, 1.36)  -0.09
H (5.73, 2.08, 1.04)  0.09
O (4.38, 0.80, 0.31)  -0.09
C (3.21, 0.12, 0.44)  -0.29
C (2.36, 0.18, 1.54)  -0.02
C (1.18, -0.55, 1.54)  -0.05
C (0.80, -1.34, 0.46)  -0.17
C (1.67, -1.41, -0.62)  -0.01
C (2.86, -0.70, -0.63)  -0.01
H (3.53, -0.77, -1.47)  0.12
H (1.44, -2.05, -1.46)  0.11
C (-0.53, -2.05, 0.48)  -0.26
N (-0.47, -3.34, -0.20)  -0.23
C (-1.07, -4.41, 0.57)  -0.10
H (-0.61, -4.46, 1.55)  0.09
H (-2.16, -4.30, 0.69)  0.09
H (-0.88, -5.35, 0.06)  0.08
C (-0.93, -3.38, -1.57)  -0.11
H (-0.55, -4.30, -2.02)  0.09
H (-0.53, -2.54, -2.13)  0.07
H (-2.02, -3.38, -1.67)  0.09
C (-1.62, -1.09, -0.07)  -0.11
N (-1.81, 0.02, 0.82)  0.08
C (-2.99, 0.67, 0.92)  -0.52
O (-4.01, 0.29, 0.37)  0.06
C (-2.94, 1.92, 1.79)  -0.06
H (-3.95, 2.14, 2.12)  0.12
C (-2.40, 3.13, 1.02)  -0.18
O (-1.04, 3.01, 0.69)  -0.05
C (-0.64, 2.48, -0.51)  -0.27
C (-1.48, 2.01, -1.51)  -0.03
C (-0.93, 1.50, -2.67)  -0.09
C (0.44, 1.44, -2.85)  -0.10
C (1.28, 1.92, -1.85)  -0.08
C (0.74, 2.43, -0.69)  -0.01
H (1.38, 2.80, 0.10)  0.12
H (2.35, 1.88, -1.97)  0.11
H (0.86, 1.03, -3.76)  0.10
H (-1.59, 1.13, -3.44)  0.11
H (-2.55, 2.02, -1.41)  0.11
H (-3.02, 3.33, 0.14)  0.13
H (-2.45, 4.01, 1.68)  0.13
H (-2.31, 1.74, 2.66)  0.12
H (-0.97, 0.47, 1.16)  0.11
H (-2.58, -1.60, -0.15)  0.13
H (-1.33, -0.73, -1.06)  0.12
H (-0.79, -2.24, 1.53)  0.14
H (0.55, -0.51, 2.42)  0.12
H (2.60, 0.78, 2.40)  0.10
H (4.94, 1.08, 2.29)  0.10
H (4.05, 2.44, 1.54)  0.09

The total charge is 0. The relative energy (zero: lowest compared OMol25 entry of this formula, charge and spin) comes out at 294.7 kJ/mol. As for the LUMO energy: 0.7 eV. Its HOMO energy is -8.357 eV. The frontier orbital gap comes out at 9.1 eV. For the total energy, the calculation gives -30284.3016 eV.



Formula: C2H8N2
Source: OMol25
Level of theory: ωB97M-V/def2-TZVPD

Each line ends with the Löwdin charge.
Atoms and positions in Å:
N (1.85, -3.66, -0.27)  0.00
H (1.64, -2.70, 0.30)  0.08
H (1.58, -3.23, -1.09)  -0.06
H (1.16, -4.33, -0.08)  -0.03
C (-1.36, 2.09, -0.62)  -0.15
C (0.11, 1.44, 1.08)  -0.06
N (-0.08, 2.27, 0.11)  -0.09
H (-1.54, 1.01, -0.57)  0.06
H (-1.26, 2.43, -1.60)  0.04
H (-2.24, 2.70, -0.20)  0.11
H (-0.34, 0.47, 0.88)  0.04
H (0.49, 1.50, 2.06)  0.05

The total charge is 0. The relative energy (zero: lowest compared OMol25 entry of this formula, charge and spin) comes out at 225.1 kJ/mol. As for the LUMO energy: 0.7 eV. Its HOMO energy is -9.268 eV. The frontier orbital gap comes out at 9.9 eV. For the total energy, the calculation gives -5181.4048 eV.



Formula: CH4O2
Source: OMol25
Level of theory: ωB97M-V/def2-TZVPD

Each line ends with the Löwdin charge.
Atoms and positions in Å:
O (-0.28, 0.73, -0.50)  -0.01
C (-1.19, 0.93, 0.25)  -0.12
H (-1.23, 1.61, 1.12)  0.09
H (-2.11, 0.31, 0.23)  0.09
H (0.52, -1.43, -0.38)  0.01
H (1.55, -0.52, 0.11)  0.02
O (1.28, -1.44, 0.20)  -0.07

The total charge is 0. The relative energy (zero: lowest compared OMol25 entry of this formula, charge and spin) comes out at 20.9 kJ/mol. As for the LUMO energy: 0.4 eV. Its HOMO energy is -10.763 eV. The frontier orbital gap comes out at 11.2 eV. For the total energy, the calculation gives -5195.8079 eV.